# ClPS2

One molecule with the formula ClPS2 (the ωB97M-V functional and the def2-TZVPD basis, the OMol25 dataset).

energy relative to the best compared isomer or geometry (same formula, charge and spin)	0.00	kJ/mol
net charge	0
HOMO-LUMO gap	0.2921	Eh

Last column: natural (NBO) charge in e.
Element x y z (Å)
P: -0.01 0.01 -0.11  0.832
S: 1.23 -0.54 1.25  -0.342
S: 0.16 1.74 -1.00  -0.306
Cl: -1.53 -1.35 -0.16  -0.184